This record from OMol25 describes a structure of composition C30H25AsKN4O6S3. The level of theory is ωB97M-V with the def2-TZVPD basis set.

```
70
Properties=species:S:1:pos:R:3:nbo_charge:R:1
K -0.737 1.311 0.401 0.92
N -3.564 -3.629 0.827 -0.63
C -2.868 -4.764 0.394 0.23
C -3.306 -6.029 0.751 -0.26
C -2.629 -7.160 0.311 -0.22
C -1.502 -7.017 -0.479 -0.23
C -1.060 -5.745 -0.823 -0.20
C -1.738 -4.611 -0.403 -0.27
S -1.180 -3.021 -0.912 0.49
N -2.061 -1.943 0.081 -0.57
C -3.064 -2.340 0.751 0.40
C -3.842 -1.292 1.524 0.15
C -5.024 -1.570 2.203 -0.26
C -5.662 -0.534 2.876 -0.17
C -5.100 0.724 2.852 -0.24
C -3.915 0.911 2.147 0.06
N -3.307 -0.068 1.494 -0.40
H -4.320 -3.791 1.460 0.39
H -4.189 -6.126 1.372 0.20
H -2.985 -8.143 0.589 0.21
H -0.963 -7.887 -0.828 0.21
H -0.175 -5.633 -1.437 0.22
H -5.477 -2.549 2.217 0.19
H -6.586 -0.722 3.407 0.21
H -5.549 1.566 3.360 0.23
H -3.439 1.885 2.124 0.25
O 3.197 4.112 1.433 -1.06
As 1.567 3.418 1.602 2.44
O 1.466 2.749 3.091 -1.17
O 1.294 2.483 0.260 -1.27
C 0.590 5.133 1.359 -0.41
C 1.382 6.276 1.465 -0.20
C 0.862 7.554 1.296 -0.23
C -0.479 7.715 1.013 -0.23
C -1.286 6.591 0.910 -0.23
C -0.772 5.316 1.078 -0.22
S -1.960 3.967 0.942 2.39
O -1.847 3.458 -0.423 -1.03
O -3.262 4.523 1.255 -1.01
O -1.460 3.014 1.934 -1.05
H 3.859 3.453 1.658 0.48
H 2.433 6.158 1.683 0.24
H 1.516 8.413 1.392 0.20
H -0.898 8.705 0.883 0.20
H -2.345 6.692 0.715 0.23
N 0.342 -0.290 -1.451 -1.14
S 1.759 -0.592 -0.822 1.10
C 2.470 -2.079 -1.530 -0.15
C 2.670 -2.243 -2.896 -0.22
C 3.147 -3.448 -3.374 -0.21
C 3.431 -4.488 -2.495 -0.21
C 3.235 -4.322 -1.134 -0.21
C 2.746 -3.114 -0.649 -0.24
C 2.983 0.554 -1.479 -0.15
C 2.543 1.662 -2.180 -0.21
C 3.478 2.573 -2.654 -0.19
C 4.827 2.382 -2.412 -0.21
C 5.256 1.273 -1.694 -0.22
C 4.332 0.353 -1.226 -0.24
H 0.441 -0.232 -2.466 0.34
H 2.457 -1.425 -3.573 0.22
H 3.306 -3.586 -4.436 0.21
H 3.807 -5.427 -2.878 0.21
H 3.454 -5.131 -0.449 0.21
H 2.565 -2.976 0.409 0.23
H 1.486 1.841 -2.299 0.25
H 3.135 3.452 -3.183 0.21
H 5.549 3.105 -2.769 0.21
H 6.309 1.123 -1.493 0.21
H 4.662 -0.514 -0.667 0.21
```

Computed properties:
E_tot = -159432.667 eV
Net charge = -1
Maximum force = 0.0356 hartree/bohr
Energy above the lowest of the compared OMol25 structures with the same formula, charge and spin = 0.706 eV